Below is a cluster of 2 separate species, C7H15N3 in total in a non-equilibrium geometry, with properties calculated with ωB97M-V/def2-TZVPD.

Values from the calculation:
Frontier orbital gap: 9.5 eV
Electronic energy: -11968.258 eV
Highest occupied orbital energy: -0.3192 hartree
SMILES: CC(C)(C)/C=N/N.C=C=N
Max |F|: 4.52 eV Å⁻¹

```
25
Properties=species:S:1:pos:R:3:forces:R:3
C 4.02652 0.61046 0.41188 -0.87 0.55 -1.31
C 3.67807 -0.40466 1.15971 -0.89 1.46 -1.29
C -1.50798 -0.57277 1.26120 -0.84 -0.03 4.44
C -1.12474 1.67222 0.28803 -0.90 2.36 -0.46
C -2.51500 -0.16986 -0.94301 3.23 1.87 -0.88
C -0.05838 -0.38753 -0.70935 0.62 -1.28 -1.40
C -1.29088 0.20290 0.00089 0.68 -1.97 -0.81
N 4.16504 1.39782 -0.52759 0.92 -0.42 0.79
N 1.23200 -2.09519 -1.55818 -1.35 2.41 -0.88
N 0.33914 -1.62686 -0.56870 0.06 2.40 -0.86
H 2.72103 -0.84260 1.20793 -1.58 0.48 -0.32
H 4.27045 -0.98415 1.72449 2.91 -1.50 1.69
H 1.61265 -1.32025 -2.19208 -0.40 -1.49 1.39
H -2.41775 -0.14925 1.93938 2.24 -0.20 -1.47
H -1.90310 -1.59651 1.20462 0.68 0.06 -0.79
H -0.54276 -0.62518 1.93782 -1.95 0.21 -1.25
H -0.40063 1.97066 1.13361 -1.49 -0.70 -1.07
H -0.81911 2.28492 -0.59001 0.50 -0.81 0.14
H -2.17574 2.13360 0.33674 1.33 -0.65 1.06
H -2.48053 -1.25976 -1.05588 0.25 0.46 -1.16
H -2.48185 0.62796 -1.79262 -0.42 -2.20 0.87
H -3.32605 -0.03627 -0.34230 -2.70 0.92 1.41
H 0.34656 0.22362 -1.61032 -0.49 -0.77 1.37
H 4.36956 2.39950 -0.42478 -0.56 -0.60 0.40
H 1.89980 -2.68790 -1.14775 1.02 -0.57 0.41
```
Positions in Å, forces in eV/Å.